88
Properties=species:S:1:pos:R:3 method="wB97M-V/def2-TZVPD" charge=+2 homo_lumo_gap_ha=0.1779 homo_ev=-11.71 relative_energy_ev=0.000
Bi 0.668 0.805 -1.307
C -8.851 10.519 -1.641
O -8.999 9.107 -1.757
C -7.919 8.334 -1.579
C -8.130 6.958 -1.715
C -7.075 6.091 -1.556
C -5.800 6.576 -1.258
C -5.592 7.947 -1.116
C -6.643 8.826 -1.273
N -4.793 5.598 -1.119
N -3.670 6.023 -0.792
C -2.680 5.006 -0.643
C -1.708 5.292 0.283
C -0.604 4.452 0.511
C -0.460 3.309 -0.227
O 0.584 2.465 -0.078
C -1.458 2.969 -1.174
N -1.278 1.799 -1.862
C -2.200 1.364 -2.707
C -3.336 2.115 -2.980
C -3.509 3.334 -2.363
C -2.580 3.797 -1.405
H -9.828 10.935 -1.861
H -8.123 10.895 -2.362
H -8.554 10.796 -0.628
H -9.127 6.607 -1.941
H -7.218 5.022 -1.655
H -4.604 8.316 -0.877
H -6.475 9.885 -1.152
H -1.815 6.200 0.860
H 0.137 4.701 1.258
H -2.024 0.405 -3.178
H -4.068 1.735 -3.677
H -4.365 3.945 -2.600
I 1.737 -1.293 1.551
C 2.536 -3.218 1.202
C 3.405 -3.574 2.197
C 4.058 -4.820 2.194
C 3.805 -5.692 1.185
C 2.886 -5.368 0.158
C 2.618 -6.354 -0.821
C 1.713 -6.137 -1.814
C 1.082 -4.888 -1.889
C 1.330 -3.889 -0.979
P 0.598 -2.269 -1.422
C 1.771 -1.889 -2.787
C 2.919 -1.202 -2.378
C 3.934 -0.897 -3.278
C 3.812 -1.283 -4.603
C 2.688 -1.990 -5.016
C 1.676 -2.292 -4.118
C -1.020 -2.642 -2.157
C -1.904 -3.419 -1.406
C -3.181 -3.679 -1.874
C -3.596 -3.163 -3.094
C -2.734 -2.370 -3.836
C -1.452 -2.105 -3.369
C 2.224 -4.102 0.121
H 3.597 -2.889 3.012
H 4.744 -5.066 2.993
H 4.295 -6.656 1.149
H 3.146 -7.296 -0.751
H 1.488 -6.901 -2.545
H 0.379 -4.717 -2.694
H 3.062 -0.970 -1.323
H 4.825 -0.387 -2.935
H 4.603 -1.064 -5.308
H 2.615 -2.336 -6.039
H 0.823 -2.864 -4.459
H -1.588 -3.834 -0.455
H -3.852 -4.293 -1.288
H -4.588 -3.382 -3.466
H -3.052 -1.972 -4.791
H -0.790 -1.479 -3.954
Cl -1.958 -0.301 0.463
C -1.943 0.062 2.220
Cl -0.765 1.299 2.630
H -1.705 -0.862 2.734
H -2.930 0.431 2.468
C 0.371 1.083 -6.060
C 1.098 1.282 -4.765
N 2.236 1.963 -4.801
O 0.632 0.816 -3.702
H 0.095 2.049 -6.486
H -0.525 0.494 -5.890
H 1.012 0.570 -6.777
H 2.600 2.321 -5.668
H 2.796 2.076 -3.971

=====

90
Properties=species:S:1:pos:R:3 method="wB97M-V/def2-TZVPD" charge=+1 homo_lumo_gap_ha=0.2700 homo_ev=-9.81 relative_energy_ev=1.736
Bi 11.168 11.512 11.787
C 7.802 12.220 11.033
N 8.967 13.044 10.979
C 9.222 13.422 9.615
C 10.417 12.805 8.877
C 10.775 13.345 7.640
C 11.980 13.088 7.079
C 12.744 12.138 7.681
C 12.420 11.633 8.924
N 11.276 12.037 9.559
C 8.962 14.257 11.848
C 8.894 13.883 13.309
C 7.809 14.178 14.113
C 7.890 13.905 15.490
C 9.091 13.478 16.025
C 10.067 13.074 15.114
N 9.975 13.256 13.800
C 7.935 10.882 10.381
C 6.995 10.318 9.623
C 7.159 9.020 9.107
C 8.344 8.353 9.415
C 9.296 9.060 10.168
N 9.087 10.289 10.653
H 6.898 12.713 10.649
H 7.549 12.037 12.137
H 9.424 14.470 9.644
H 8.330 13.313 9.001
H 10.025 14.013 7.204
H 12.233 13.440 6.102
H 13.717 11.863 7.294
H 13.081 11.004 9.533
H 8.174 14.998 11.594
H 9.854 14.805 11.723
H 6.903 14.605 13.742
H 7.096 14.075 16.157
H 9.273 13.250 17.052
H 10.973 12.595 15.556
H 6.057 10.817 9.347
H 6.407 8.615 8.460
H 8.580 7.343 9.013
H 10.199 8.604 10.526
I 14.840 8.358 9.901
C 14.023 8.302 11.776
C 14.639 7.457 12.724
C 14.040 7.286 13.958
I 14.837 5.901 15.230
C 12.893 8.086 14.348
C 12.305 8.140 15.641
C 11.171 8.878 15.855
C 10.673 9.649 14.837
N 11.226 9.639 13.646
C 12.360 8.921 13.384
C 12.858 9.036 12.066
O 12.211 9.728 11.176
H 15.537 6.937 12.388
H 12.769 7.590 16.449
H 10.655 8.846 16.847
H 9.745 10.243 15.009
C 17.809 11.725 12.088
C 16.772 11.898 13.160
C 16.837 11.074 14.313
C 15.856 11.222 15.298
Cl 15.842 9.896 16.414
C 14.779 12.180 15.168
C 14.871 13.023 14.094
C 15.815 12.934 13.083
O 15.804 13.687 11.937
C 14.607 14.303 11.630
C 13.318 13.457 11.533
O 12.276 14.044 11.204
O 13.409 12.234 11.857
H 18.774 11.755 12.569
H 17.897 12.573 11.417
H 17.748 10.886 11.354
H 17.637 10.394 14.362
H 14.031 12.127 15.979
H 14.075 13.703 14.080
H 14.693 14.845 10.643
H 14.366 15.047 12.425
C 12.296 17.698 16.289
C 12.706 17.012 15.158
C 11.763 16.403 14.343
N 10.443 16.438 14.574
C 10.085 17.195 15.626
C 10.942 17.828 16.497
H 12.885 18.090 17.026
H 13.759 16.722 14.909
H 12.101 15.754 13.544
H 9.004 17.308 15.754
H 10.496 18.337 17.314

=====

87
Properties=species:S:1:pos:R:3 method="wB97M-V/def2-TZVPD" charge=+2 homo_lumo_gap_ha=0.2161 homo_ev=-13.17 relative_energy_ev=3.078
Ta 0.576 0.880 1.408
Br -6.576 -0.492 3.931
C -4.815 -0.035 3.499
C -4.432 1.302 3.473
C -3.131 1.641 3.124
C -2.258 0.633 2.803
O -0.998 0.924 2.338
C -2.594 -0.697 2.851
C -1.633 -1.768 2.578
N -0.435 -1.651 2.144
C 0.338 -2.861 2.071
C -0.143 -4.117 2.331
C 0.692 -5.251 2.309
C 2.014 -5.118 2.016
C 2.531 -3.846 1.683
C 3.877 -3.679 1.288
C 4.298 -2.460 0.868
C 3.377 -1.396 0.869
N 2.136 -1.478 1.302
C 1.693 -2.712 1.697
C -3.898 -1.032 3.209
H -5.146 2.076 3.721
H -2.807 2.674 3.085
H -2.028 -2.747 2.837
H -1.184 -4.282 2.568
H 0.271 -6.222 2.533
H 2.677 -5.975 2.009
H 4.543 -4.535 1.298
H 5.307 -2.289 0.518
H 3.700 -0.460 0.448
H -4.195 -2.073 3.251
N 2.223 0.944 3.422
N 3.425 1.431 2.865
C 3.551 1.530 1.504
O 4.498 1.911 0.901
O 2.376 1.117 0.952
H 1.969 1.565 4.186
H 2.377 0.007 3.791
H 4.245 1.571 3.437
C -5.053 0.431 -2.031
C -4.054 0.402 -2.995
C -2.728 0.591 -2.633
C -2.405 0.829 -1.298
C -3.409 0.861 -0.334
C -4.731 0.657 -0.701
P -0.684 1.177 -0.908
C 0.295 0.120 -1.991
C 0.988 0.594 -3.034
C 1.844 -0.091 -4.005
C 2.078 -1.390 -4.223
C 1.596 -2.639 -3.543
C 0.214 -2.564 -2.900
C -0.409 2.915 -1.192
C -0.860 3.537 -2.327
C -0.667 4.923 -2.500
C -0.033 5.643 -1.527
C 0.425 5.025 -0.336
C 1.096 5.770 0.670
C 1.518 5.169 1.815
C 1.279 3.787 2.012
C 0.627 3.029 1.072
C 0.211 3.642 -0.149
H -6.086 0.281 -2.319
H -4.305 0.227 -4.033
H -1.953 0.548 -3.388
H -3.172 1.058 0.697
H -5.510 0.678 0.053
H 0.917 1.668 -3.186
H 2.362 0.593 -4.669
H 2.773 -1.594 -5.034
H 1.496 -3.399 -4.328
H -0.003 -3.547 -2.473
H -1.376 2.976 -3.098
H -1.023 5.405 -3.400
H 0.121 6.709 -1.649
H 1.272 6.826 0.506
H 2.041 5.736 2.574
H 1.623 3.351 2.945
C 2.667 -3.151 -2.581
S 0.162 -1.518 -1.396
C -0.889 -2.181 -3.875
H 2.405 -4.145 -2.210
H 2.762 -2.470 -1.736
H 3.639 -3.218 -3.072
H -0.756 -1.166 -4.246
H -1.872 -2.260 -3.411
H -0.857 -2.853 -4.735

=====

178
Properties=species:S:1:pos:R:3 method="wB97M-V/def2-TZVPD" charge=-1 homo_lumo_gap_ha=0.2204 homo_ev=-4.94
C 3.067 -4.304 -2.525
C 2.513 -2.850 -2.359
C 0.955 -2.614 -2.558
I -0.048 -4.528 -2.396
C 0.357 -1.442 -1.684
P -1.394 -0.840 -2.264
P -2.621 -2.206 -3.352
O -3.249 -3.302 -2.522
O -1.952 -2.833 -4.779
O -3.930 -1.300 -3.915
O 1.004 -0.167 -1.783
P 1.344 0.668 -0.256
C -0.332 1.625 -0.257
C -0.736 2.304 -1.601
F -2.146 2.186 -1.802
C 2.127 2.273 -1.020
O 1.760 3.488 -0.288
O 1.849 4.519 -1.259
N 1.778 1.445 1.296
C 1.330 0.995 2.388
C -0.118 1.190 3.000
C 2.292 0.280 3.436
C 3.124 -0.030 -0.629
C 3.738 0.037 -1.986
C 5.060 -0.464 -2.297
C 5.905 -1.056 -1.259
C 5.332 -1.153 0.074
C 3.971 -0.668 0.362
O 0.818 -0.701 0.663
C 0.164 -1.707 -0.089
S -1.684 -1.913 0.251
C 0.728 -3.024 0.588
C 0.738 -2.974 2.185
C 0.109 -4.329 2.737
S -1.707 -4.234 2.984
O -2.210 -2.890 3.287
O -2.007 -5.102 4.149
O -2.477 -4.948 1.706
H 2.898 -4.969 -1.646
H 2.804 -4.791 -3.493
H 4.188 -4.188 -2.574
H 3.017 -2.259 -3.163
H 2.787 -2.516 -1.337
H 0.816 -2.279 -3.618
H -1.045 0.155 -3.253
H -1.217 -2.234 -4.991
H -4.172 -1.621 -4.796
H -0.417 2.377 0.549
H -1.136 0.863 -0.032
H -0.172 1.980 -2.500
H -0.553 3.406 -1.502
H 1.993 2.382 -2.118
H 3.216 2.236 -0.745
H 2.033 5.343 -0.781
H -0.305 2.297 2.943
H -0.181 0.897 4.065
H -0.868 0.709 2.336
H 2.223 -0.827 3.388
H 2.000 0.613 4.469
H 3.349 0.606 3.303
H 3.177 0.504 -2.824
H 5.449 -0.396 -3.340
H 6.914 -1.432 -1.514
H 5.968 -1.607 0.869
H 3.626 -0.823 1.399
H -2.004 -3.213 -0.032
H -0.018 -3.831 0.370
H 1.699 -3.374 0.169
H 0.115 -2.152 2.593
H 1.797 -2.972 2.518
H 0.573 -4.646 3.694
H 0.273 -5.150 1.993
H -3.362 -4.556 1.600
C 1.791 6.410 -4.346
Cl 2.319 4.726 -4.252
Cl 1.823 6.952 -6.038
Cl 0.142 6.542 -3.717
Cl 2.875 7.428 -3.381
C 3.899 8.938 0.454
Cl 3.089 10.461 0.860
Cl 2.759 7.861 -0.366
Cl 5.272 9.262 -0.617
Cl 4.479 8.166 1.939
C 7.881 -1.174 3.901
Cl 8.896 -2.627 3.867
Cl 6.563 -1.345 2.726
Cl 7.202 -0.965 5.528
Cl 8.860 0.243 3.485
C -4.558 -8.155 1.339
Cl -4.427 -7.577 3.005
Cl -4.877 -6.786 0.262
Cl -3.043 -8.941 0.865
Cl -5.893 -9.320 1.220
C -10.353 -9.486 0.944
Cl -11.099 -8.444 2.166
Cl -10.795 -8.896 -0.665
Cl -8.590 -9.437 1.126
Cl -10.927 -11.152 1.148
C 6.656 -1.816 -6.513
Cl 7.694 -3.253 -6.608
Cl 5.315 -1.980 -7.661
Cl 6.010 -1.654 -4.867
Cl 7.603 -0.374 -6.910
C -0.704 1.311 7.379
Cl -0.788 2.905 6.611
Cl -1.522 1.373 8.952
Cl -1.501 0.110 6.351
Cl 0.994 0.858 7.613
C 6.457 11.678 2.482
Cl 6.999 9.993 2.556
Cl 6.482 12.238 0.801
Cl 4.807 11.791 3.118
Cl 7.537 12.692 3.455
C 0.947 9.870 -9.379
Cl 2.420 10.460 -10.170
Cl -0.209 9.331 -10.611
Cl 1.350 8.513 -8.313
Cl 0.226 11.176 -8.424
C -3.759 6.582 -4.592
Cl -4.774 5.152 -4.341
Cl -4.771 7.976 -5.027
Cl -2.884 6.941 -3.092
Cl -2.602 6.266 -5.897
C 8.439 3.444 -6.067
Cl 7.774 2.237 -4.958
Cl 9.147 2.629 -7.476
Cl 7.146 4.530 -6.602
Cl 9.694 4.382 -5.239
C -13.029 -5.316 3.735
Cl -13.762 -5.991 2.270
Cl -12.494 -6.636 4.792
Cl -11.635 -4.321 3.288
Cl -14.223 -4.321 4.588
C -4.068 4.382 4.978
Cl -3.076 3.180 4.137
Cl -3.290 5.974 4.888
Cl -5.666 4.465 4.214
Cl -4.252 3.914 6.678
C 4.554 3.774 4.658
Cl 5.469 2.709 3.578
Cl 5.276 3.735 6.279
Cl 4.592 5.432 4.036
Cl 2.872 3.232 4.749
C -7.671 6.137 -7.487
Cl -8.425 7.180 -6.267
Cl -8.110 6.710 -9.106
Cl -5.914 6.186 -7.297
Cl -8.243 4.473 -7.274
C 1.500 8.332 5.412
Cl 2.096 7.882 7.020
Cl 1.121 10.065 5.386
Cl 2.742 7.979 4.200
Cl 0.042 7.396 5.042
C 4.510 -7.592 -4.682
Cl 5.399 -6.095 -5.000
Cl 2.786 -7.305 -4.960
Cl 5.083 -8.874 -5.766
Cl 4.767 -8.081 -2.999
C -9.019 -1.101 2.092
Cl -8.012 -2.553 1.971
Cl -10.417 -1.263 1.012
Cl -9.580 -0.908 3.763
Cl -8.071 0.318 1.620
C 8.477 -5.911 6.241
Cl 8.412 -6.884 4.761
Cl 10.157 -5.449 6.570
Cl 7.497 -4.453 6.032
Cl 7.849 -6.861 7.600
C -5.380 -10.072 6.025
Cl -5.967 -11.299 7.163
Cl -4.750 -10.870 4.573
Cl -6.715 -8.995 5.580
Cl -4.089 -9.129 6.787
C -10.440 -5.038 -2.184
Cl -10.486 -3.409 -2.880
Cl -11.256 -5.029 -0.610
Cl -11.265 -6.170 -3.275
Cl -8.756 -5.543 -1.972